No. 1
{"formula": "C23H41BrOsP2", "method": "ωB97M-V/def2-TZVPD", "e_homo_ev": [-12.8, -13.7], "s_squared": 6.063, "charge": 2, "spin_multiplicity": 5, "relative_energy_kj_mol": 849.0, "homo_lumo_gap_ev": [5.8, 5.8], "elements": ["Os", "C", "C", "C", "C", "C", "C", "H", "H", "H", "C", "H", "H", "H", "C", "H", "H", "H", "C", "H", "H", "H", "C", "H", "H", "H", "C", "C", "C", "C", "C", "C", "C", "C", "H", "H", "H", "H", "H", "H", "H", "H", "H", "H", "H", "H", "P", "C", "C", "P", "C", "C", "C", "H", "H", "H", "H", "H", "H", "H", "H", "H", "H", "H", "H", "H", "H", "Br"], "coordinates": [[-0.025, -0.149, -1.857], [-0.971, -1.598, 0.151], [0.359, -1.955, -0.344], [0.547, -0.223, 1.213], [-0.817, -0.544, 1.104], [1.294, -1.058, 0.332], [-2.213, -2.411, -0.008], [-2.159, -3.085, -0.871], [-3.086, -1.750, -0.114], [-2.420, -3.048, 0.872], [-1.912, 0.036, 1.922], [-2.879, -0.095, 1.434], [-1.746, 1.096, 2.111], [-2.000, -0.449, 2.898], [1.138, 0.759, 2.162], [1.349, 0.311, 3.137], [0.462, 1.595, 2.343], [2.092, 1.140, 1.791], [2.777, -1.232, 0.377], [3.099, -1.786, 1.278], [3.279, -0.256, 0.429], [3.145, -1.799, -0.485], [0.743, -3.254, -0.986], [1.040, -4.030, -0.255], [1.600, -3.090, -1.657], [-0.092, -3.658, -1.573], [-1.412, 1.552, -5.138], [-1.714, 0.173, -5.155], [-1.197, -0.685, -6.343], [0.268, -0.454, -6.630], [1.035, -0.113, -5.396], [1.446, 1.223, -5.161], [0.838, 2.412, -5.873], [-0.635, 2.255, -6.229], [-1.804, -0.479, -7.247], [0.405, 0.239, -7.474], [-1.379, -1.738, -6.110], [-0.791, 1.831, -7.240], [-2.010, 2.250, -4.515], [-2.762, -0.113, -4.920], [-1.066, 3.266, -6.312], [0.944, 3.304, -5.233], [2.446, 1.475, -4.814], [1.400, 2.645, -6.792], [0.670, -1.391, -7.020], [1.593, -0.941, -4.962], [-1.893, 0.316, -2.923], [-3.281, 1.161, -2.439], [-1.554, -1.437, -3.223], [1.729, 1.154, -2.307], [-0.059, 1.303, -3.035], [2.758, -0.215, -2.872], [2.442, 2.652, -1.838], [-3.084, 1.913, -1.661], [-3.985, 0.408, -2.058], [-3.624, 1.616, -3.381], [-0.955, -1.517, -4.148], [-2.589, -1.823, -3.359], [-1.060, -2.028, -2.448], [2.583, 3.211, -2.762], [3.387, 2.394, -1.360], [1.792, 3.173, -1.139], [-0.295, 2.335, -3.102], [0.074, 0.721, -3.912], [3.521, -0.348, -2.107], [3.182, 0.070, -3.827], [2.188, -1.149, -2.955], [-0.703, 2.349, -0.383]]}

=====

No. 2
{"formula": "C6H11N", "method": "ωB97M-V/def2-TZVPD", "e_homo_ev": -10.1, "charge": 0, "smiles": "C=C(CC)CC#N.[H][H]", "relative_energy_kj_mol": 159.4, "homo_lumo_gap_ev": 11.0, "elements": ["C", "C", "C", "C", "C", "C", "N", "H", "H", "H", "H", "H", "H", "H", "H", "H", "H", "H"], "coordinates": [[-0.931, -1.049, 0.867], [-0.292, 0.013, 0.383], [0.326, 0.112, -0.989], [0.005, -1.030, -1.944], [-0.135, 1.266, 1.227], [-0.991, 2.335, 0.694], [-1.683, 3.135, 0.228], [-1.342, -1.052, 1.874], [-1.073, -1.951, 0.280], [0.014, 1.066, -1.438], [1.416, 0.193, -0.857], [0.346, -1.993, -1.549], [0.501, -0.869, -2.906], [-1.073, -1.097, -2.125], [0.905, 1.616, 1.210], [-0.402, 1.081, 2.272], [2.532, -0.712, 1.407], [1.877, -1.064, 1.365]]}

=====

No. 3
{"formula": "C47H75FN24O4S", "method": "ωB97M-V/def2-TZVPD", "e_homo_ev": -8.3, "charge": 0, "homo_lumo_gap_ev": 7.6, "elements": ["N", "C", "C", "O", "C", "N", "O", "S", "O", "O", "F", "H", "H", "H", "H", "H", "H", "H", "H", "H", "C", "C", "N", "H", "H", "H", "C", "C", "N", "H", "H", "H", "C", "C", "N", "H", "H", "H", "C", "C", "N", "H", "H", "H", "C", "C", "N", "H", "H", "H", "C", "C", "N", "H", "H", "H", "C", "C", "N", "H", "H", "H", "C", "C", "N", "H", "H", "H", "C", "C", "N", "H", "H", "H", "C", "C", "N", "H", "H", "H", "C", "C", "N", "H", "H", "H", "C", "C", "N", "H", "H", "H", "C", "C", "N", "H", "H", "H", "C", "C", "N", "H", "H", "H", "C", "C", "N", "H", "H", "H", "C", "C", "N", "H", "H", "H", "C", "C", "N", "H", "H", "H", "C", "C", "N", "H", "H", "H", "C", "C", "N", "H", "H", "H", "C", "C", "N", "H", "H", "H", "C", "C", "N", "H", "H", "H", "C", "C", "N", "H", "H", "H"], "coordinates": [[-0.837, -3.228, -0.530], [0.437, -2.411, -0.738], [0.304, -0.896, -0.169], [-0.568, -0.764, 0.998], [1.770, -0.194, 0.022], [2.811, -1.105, 0.607], [4.063, -0.818, 0.179], [2.771, -1.145, 2.346], [4.163, -1.612, 2.790], [2.531, 0.210, 2.995], [1.696, -2.336, 2.957], [-0.576, -3.886, 0.239], [-0.919, -3.760, -1.426], [1.294, -3.027, -0.281], [0.632, -2.324, -1.880], [-0.216, -0.279, -1.025], [-0.095, -0.957, 1.839], [2.136, 0.056, -1.067], [1.702, 0.841, 0.559], [4.131, 0.113, -0.151], [-1.208, 3.243, 0.268], [-0.670, 2.410, -0.815], [-0.248, 1.753, -1.666], [-1.356, 4.277, -0.055], [-2.174, 2.872, 0.621], [-0.536, 3.267, 1.130], [-1.448, 5.681, -3.632], [-0.481, 5.967, -2.566], [0.281, 6.193, -1.727], [-1.338, 6.372, -4.473], [-1.324, 4.669, -4.027], [-2.478, 5.766, -3.276], [-2.150, 1.834, 4.359], [-1.603, 1.007, 3.276], [-1.173, 0.353, 2.420], [-2.304, 2.868, 4.040], [-3.115, 1.456, 4.708], [-1.480, 1.860, 5.224], [-5.360, 3.772, 6.685], [-4.686, 4.004, 5.402], [-4.158, 4.184, 4.392], [-6.061, 4.576, 6.924], [-5.928, 2.839, 6.679], [-4.646, 3.710, 7.511], [-4.860, -3.794, -1.380], [-3.923, -4.921, -1.319], [-3.186, -5.808, -1.271], [-5.834, -4.101, -1.771], [-5.031, -3.357, -0.393], [-4.489, -2.994, -2.027], [-4.671, -1.160, 5.685], [-5.285, -0.118, 6.516], [-5.768, 0.701, 7.169], [-3.663, -1.407, 6.028], [-5.255, -2.085, 5.703], [-4.591, -0.848, 4.640], [-0.961, -5.355, -4.663], [0.004, -5.064, -3.597], [0.763, -4.837, -2.758], [-0.850, -4.669, -5.507], [-0.838, -6.370, -5.052], [-1.992, -5.267, -4.308], [-8.701, -6.338, -3.287], [-8.226, -5.503, -2.179], [-7.850, -4.846, -1.308], [-7.947, -7.076, -3.586], [-9.607, -6.888, -3.018], [-8.937, -5.738, -4.171], [-2.065, -4.113, -8.630], [-1.588, -3.277, -7.521], [-1.212, -2.619, -6.650], [-1.316, -4.851, -8.931], [-2.971, -4.663, -8.360], [-2.302, -3.514, -9.514], [2.777, 0.494, -4.688], [2.679, -0.465, -3.583], [2.602, -1.220, -2.713], [1.847, 0.544, -5.262], [2.990, 1.505, -4.328], [3.574, 0.224, -5.386], [-3.613, 8.346, 5.461], [-3.702, 7.383, 6.562], [-3.772, 6.624, 7.429], [-4.542, 8.390, 4.888], [-3.409, 9.357, 5.825], [-2.813, 8.087, 4.762], [-7.380, 7.030, 3.096], [-6.916, 7.864, 4.211], [-6.551, 8.520, 5.087], [-6.621, 6.303, 2.794], [-8.280, 6.468, 3.362], [-7.622, 7.632, 2.217], [-2.563, 5.412, 10.104], [-2.652, 4.447, 11.206], [-2.722, 3.688, 12.072], [-3.493, 5.457, 9.531], [-2.359, 6.423, 10.468], [-1.764, 5.153, 9.404], [-6.404, -0.256, 0.917], [-5.730, -0.046, -0.370], [-5.200, 0.121, -1.382], [-7.092, 0.560, 1.150], [-6.985, -1.182, 0.920], [-5.687, -0.320, 1.740], [-2.183, -0.529, -10.359], [-3.026, -1.256, -11.315], [-3.689, -1.829, -12.067], [-2.757, -0.181, -9.498], [-1.373, -1.156, -9.975], [-1.721, 0.350, -10.816], [7.033, -2.623, 1.294], [8.473, -2.906, 1.314], [9.605, -3.129, 1.329], [6.615, -2.725, 0.289], [6.479, -3.306, 1.945], [6.817, -1.607, 1.633], [11.516, -4.460, 3.544], [11.411, -5.421, 4.648], [11.328, -6.177, 5.516], [10.588, -4.403, 2.969], [11.734, -3.454, 3.905], [12.312, -4.733, 2.846], [-4.696, -8.960, -2.022], [-5.999, -8.783, -2.675], [-7.023, -8.643, -3.189], [-3.926, -9.261, -2.736], [-4.355, -8.035, -1.548], [-4.737, -9.728, -1.245], [15.164, -2.757, 3.137], [13.840, -2.124, 3.123], [12.800, -1.626, 3.111], [15.938, -2.079, 2.768], [15.453, -3.062, 4.146], [15.189, -3.651, 2.508], [3.040, 6.083, -3.341], [3.575, 5.248, -4.423], [3.994, 4.591, -5.274], [2.892, 7.117, -3.664], [2.074, 5.713, -2.987], [3.713, 6.107, -2.479], [13.233, 1.747, 1.567], [14.673, 1.463, 1.586], [15.805, 1.240, 1.601], [12.816, 1.645, 0.561], [12.680, 1.064, 2.217], [13.017, 2.764, 1.905], [-0.585, 2.630, -6.302], [-1.428, 1.904, -7.258], [-2.091, 1.333, -8.009], [-1.160, 2.975, -5.439], [0.225, 2.003, -5.922], [-0.125, 3.511, -6.758]]}

=====

No. 4
{"formula": "C5H7NO", "method": "ωB97M-V/def2-TZVPD", "e_homo_ev": -8.7, "charge": 0, "smiles": "O=C1CCC=CN1", "relative_energy_kj_mol": 0.0, "homo_lumo_gap_ev": 9.6, "elements": ["O", "C", "C", "C", "C", "C", "N", "H", "H", "H", "H", "H", "H", "H"], "coordinates": [[1.338, 2.233, 0.580], [0.718, 1.254, 0.211], [1.292, -0.144, 0.092], [0.229, -1.168, 0.505], [-0.987, -1.008, -0.369], [-1.374, 0.244, -0.617], [-0.609, 1.334, -0.165], [2.206, -0.190, 0.689], [1.575, -0.293, -0.960], [0.636, -2.181, 0.535], [-0.123, -0.941, 1.521], [-1.575, -1.859, -0.694], [-2.285, 0.507, -1.145], [-1.002, 2.264, -0.154]]}

=====

No. 5
{"formula": "CH4N2S2", "method": "ωB97M-V/def2-TZVPD", "e_homo_ev": -8.6, "charge": 0, "smiles": "S/N=C/NS", "relative_energy_kj_mol": 170.9, "homo_lumo_gap_ev": 9.3, "elements": ["S", "N", "C", "N", "S", "H", "H", "H", "H"], "coordinates": [[2.770, -0.475, -0.126], [1.028, -0.405, -0.099], [0.273, 0.618, -0.046], [-1.171, 0.534, -0.013], [-1.984, -0.876, -0.160], [2.992, -1.685, 0.351], [0.599, 1.694, 0.064], [-1.551, 1.204, -0.684], [-2.954, -0.609, 0.713]]}

=====

No. 6
{"formula": "C3H4N2O2", "method": "ωB97M-V/def2-TZVPD", "e_homo_ev": -8.5, "charge": 0, "smiles": "Nc1cnc(O)o1", "relative_energy_kj_mol": 222.1, "homo_lumo_gap_ev": 9.1, "elements": ["N", "C", "C", "N", "C", "O", "O", "H", "H", "H", "H"], "coordinates": [[-1.001, -0.087, 1.799], [-0.321, -0.184, 0.563], [-0.091, -1.154, -0.325], [0.545, -0.642, -1.449], [0.608, 0.621, -1.163], [1.190, 1.434, -2.055], [0.283, 0.993, 0.057], [-1.764, -0.799, 1.690], [-0.381, -0.310, 2.668], [-0.250, -2.177, -0.043], [1.182, 2.303, -1.744]]}

=====

Max |F|
In order: 10.315 1.099 8.678 0.380 3.289 3.215
Unit: eV/A
Calculated total energy
In order: -4247.35237 -289.91097 -3948.56491 -324.72447 -946.32147 -376.67920
Unit: Ha